[1]
Molecular formula: C23H31CeF6O3
Method: DFT, ωB97M-V/def2-TZVPD

## Properties
- lowest unoccupied orbital energy (alpha / beta) (eV) = 0.4 / 0.4
- ΔE to the lowest compared entry with this formula, charge and spin (kJ/mol) = 130.7
- Kohn-Sham gap (alpha / beta) (eV) = 8.0869 / 8.6628

```
! wB97M-V def2-TZVPD RIJCOSX def2/J DEFGRID3
* xyz 0 2
O 0.34 -0.55 -3.77
C 0.34 0.68 -4.59
C 0.33 -0.05 -5.91
H 1.25 1.25 -4.41
H -0.55 1.29 -4.48
C 0.29 -1.32 -5.01
H 1.27 0.10 -6.46
H -0.55 0.15 -6.53
C 1.57 -2.14 -5.07
H 2.41 -1.45 -4.91
H 1.71 -2.63 -6.04
H 1.53 -2.90 -4.27
C -1.00 -2.14 -5.03
H -1.89 -1.52 -4.84
H -0.91 -2.92 -4.26
H -1.16 -2.67 -5.97
Ce -0.17 -0.57 1.64
C -2.16 -1.23 3.09
C -2.10 0.19 3.23
C -2.44 0.79 1.99
H -1.88 0.72 4.15
C -2.75 -0.27 1.07
C -2.57 -1.51 1.75
H -2.66 -2.50 1.30
H -1.91 -1.94 3.88
H -2.46 1.86 1.78
H -3.08 -0.14 0.03
C 0.86 -2.40 3.04
C 0.06 -3.09 2.06
C 0.67 -2.91 0.78
H -0.82 -3.68 2.27
C 1.88 -2.17 0.96
C 2.01 -1.85 2.35
H 2.87 -1.39 2.82
H 0.67 -2.32 4.11
H 0.30 -3.30 -0.17
H 2.63 -1.96 0.19
O 0.52 1.19 -2.27
C -0.71 0.46 -1.87
C -1.81 1.46 -2.18
H -0.63 0.26 -0.76
H -0.86 -0.52 -2.34
C -1.10 2.79 -1.76
H -2.75 1.30 -1.66
H -2.00 1.43 -3.26
C 0.36 2.37 -1.45
H -1.63 3.27 -0.93
H -1.09 3.46 -2.62
H 0.43 2.11 -0.37
H 1.13 3.13 -1.63
C 2.66 1.84 3.91
C 1.20 1.49 4.09
O 0.67 0.73 3.03
C 1.04 0.62 5.38
F 1.36 1.28 6.52
F -0.20 0.09 5.53
F 1.89 -0.45 5.29
C 0.35 2.79 4.23
F 0.93 3.71 5.05
F 0.22 3.34 3.00
F -0.91 2.57 4.70
H 3.21 0.92 3.73
H 3.03 2.32 4.82
H 2.76 2.53 3.07
*
```

---

[2]
Molecular formula: C23H31ClF4O19S
Method: DFT, ωB97M-V/def2-TZVPD

## Properties
- lowest unoccupied orbital energy (eV) = 0.4
- SMILES = O=C(O[C@H](Cl)S(=O)(=O)F)C(F)(F)F.C[C@@H]1COC(=O)O1.C[C@@H]1COC(=O)O1.C[C@@H]1COC(=O)O1.C[C@@H]1COC(=O)O1.C[C@@H]1COC(=O)O1
- Kohn-Sham gap (eV) = 10.6733

```
! wB97M-V def2-TZVPD RIJCOSX def2/J DEFGRID3
* xyz 0 1
O 2.34 1.36 4.04
C 2.62 0.66 3.12
O 1.98 -0.48 2.80
C 0.64 -0.55 3.23
Cl 0.06 -2.16 2.91
S -0.37 0.70 2.34
O 0.48 1.47 1.50
O -1.18 1.34 3.31
F -1.28 -0.16 1.45
C 3.79 0.95 2.16
F 4.12 2.23 2.22
F 4.85 0.19 2.50
F 3.44 0.64 0.90
H 0.53 -0.35 4.28
C -5.33 -2.63 -0.77
C -3.89 -2.99 -1.01
C -3.63 -4.44 -1.35
O -2.30 -4.64 -0.82
C -2.12 -3.77 0.19
O -1.22 -3.79 0.96
O -3.10 -2.85 0.20
H -5.43 -1.56 -0.58
H -5.94 -2.90 -1.62
H -5.70 -3.15 0.12
H -3.46 -2.33 -1.76
H -3.65 -4.64 -2.41
H -4.31 -5.12 -0.84
C -4.78 -5.65 -6.66
C -5.28 -6.39 -5.45
C -6.76 -6.69 -5.44
O -7.08 -6.68 -4.04
C -6.18 -5.87 -3.43
O -6.28 -5.49 -2.31
O -5.16 -5.57 -4.26
H -3.70 -5.52 -6.62
H -5.03 -6.20 -7.57
H -5.22 -4.65 -6.71
H -4.70 -7.30 -5.28
H -7.01 -7.65 -5.88
H -7.35 -5.91 -5.94
C 3.71 5.01 4.59
C 4.90 4.52 5.38
C 4.92 3.04 5.63
O 5.62 2.95 6.88
C 5.43 4.11 7.55
O 5.70 4.29 8.69
O 4.88 5.04 6.73
H 3.80 6.08 4.39
H 3.64 4.48 3.64
H 2.79 4.86 5.16
H 5.83 4.84 4.91
H 5.44 2.48 4.86
H 3.92 2.62 5.77
C 9.41 3.21 -0.79
C 8.75 2.54 0.38
C 7.27 2.27 0.21
O 6.79 2.34 1.56
C 7.63 3.15 2.26
O 7.41 3.58 3.34
O 8.75 3.40 1.54
H 10.48 3.32 -0.63
H 9.26 2.63 -1.70
H 9.00 4.22 -0.93
H 9.28 1.62 0.65
H 7.05 1.30 -0.21
H 6.77 3.05 -0.37
C -4.39 3.36 -1.92
C -4.63 2.37 -3.03
C -6.08 2.21 -3.44
O -6.13 0.85 -3.88
C -5.15 0.17 -3.24
O -5.05 -1.01 -3.21
O -4.31 1.03 -2.61
H -3.32 3.46 -1.73
H -4.79 4.34 -2.19
H -4.86 3.02 -1.00
H -4.01 2.60 -3.90
H -6.38 2.88 -4.24
H -6.77 2.33 -2.60
*
```

---

[3]
Molecular formula: C23H31N2O13PS
Method: DFT, ωB97M-V/def2-TZVPD

## Properties
- lowest unoccupied orbital energy (eV) = -0.8
- Kohn-Sham gap (eV) = 7.2390

```
! wB97M-V def2-TZVPD RIJCOSX def2/J DEFGRID3
* xyz 0 1
C 3.91 -0.30 2.99
C 2.41 0.07 2.44
C 2.59 1.47 1.64
C 1.78 2.75 2.02
C 0.67 2.79 3.18
P -1.03 2.68 2.29
O -1.84 1.46 2.79
O -0.74 2.37 0.61
O -1.91 4.16 2.43
C 2.10 4.06 1.19
C 1.37 5.48 1.49
C 2.36 6.24 2.54
O 2.05 6.38 3.75
C 3.16 4.09 0.04
C 4.00 2.82 -0.36
N 5.03 2.78 -1.38
S 5.53 1.15 -1.29
N 4.54 0.49 -0.03
C 3.65 1.54 0.49
H 3.89 -0.81 4.01
H 4.49 0.69 3.14
H 4.48 -0.88 2.18
H 1.70 0.17 3.34
H 2.04 -0.77 1.72
H 0.78 1.96 3.96
H 0.71 3.80 3.76
H -1.60 2.25 0.15
H -2.86 3.94 2.63
H 0.36 5.36 2.02
H 1.32 6.09 0.52
H 3.39 6.61 2.15
H 3.37 5.05 -0.56
C -3.93 -2.80 1.34
C -2.75 -1.98 0.87
C -2.42 -2.14 -0.59
O -1.04 -1.78 -0.62
C -0.54 -2.08 0.61
O 0.63 -2.08 0.88
O -1.53 -2.40 1.48
H -4.84 -2.20 1.33
H -4.10 -3.66 0.70
H -3.77 -3.17 2.36
H -2.89 -0.92 1.14
H -3.01 -1.49 -1.23
H -2.51 -3.17 -0.94
C -8.96 -6.22 2.15
C -8.17 -5.38 1.16
C -6.70 -5.69 1.12
O -6.16 -4.47 0.62
C -7.01 -3.48 1.03
O -6.77 -2.31 0.94
O -8.16 -4.00 1.54
H -9.42 -7.07 1.64
H -8.33 -6.62 2.94
H -9.75 -5.63 2.62
H -8.63 -5.44 0.17
H -6.47 -6.52 0.45
H -6.27 -5.88 2.10
C 5.80 -0.16 -7.51
C 5.39 0.50 -6.21
C 4.77 1.86 -6.35
O 5.02 2.44 -5.08
C 6.15 1.85 -4.61
O 6.76 2.23 -3.64
O 6.52 0.79 -5.39
H 5.02 -0.83 -7.86
H 5.96 0.59 -8.30
H 6.73 -0.72 -7.40
H 4.74 -0.18 -5.64
H 3.69 1.81 -6.56
H 5.25 2.48 -7.11
*
```

---

[4]
Molecular formula: C23H31N3O3
Method: DFT, ωB97M-V/def2-TZVPD

## Properties
- lowest unoccupied orbital energy (eV) = 0.7
- SMILES = COc1ccc(C(=O)N(C)Cc2ccccn2)cc1OC1CCN(C(C)C)CC1
- ΔE to the lowest compared entry with this formula, charge and spin (kJ/mol) = 310.7
- Kohn-Sham gap (eV) = 8.7617

```
! wB97M-V def2-TZVPD RIJCOSX def2/J DEFGRID3
* xyz 0 1
C -1.55 -4.99 -0.02
H -1.76 -6.05 -0.10
O -2.82 -4.37 -0.04
C -2.95 -3.01 0.07
C -4.28 -2.58 0.09
C -4.62 -1.25 0.18
C -3.61 -0.30 0.23
C -2.28 -0.72 0.22
C -1.92 -2.05 0.15
O -0.62 -2.48 0.15
C 0.43 -1.54 0.32
C 1.66 -2.31 0.79
C 2.83 -1.34 0.96
N 3.11 -0.68 -0.30
C 1.98 0.11 -0.73
C 0.78 -0.81 -0.98
H -0.06 -0.23 -1.35
H 1.05 -1.55 -1.73
H 2.24 0.62 -1.65
H 1.69 0.87 0.02
C 4.39 0.01 -0.38
C 5.54 -1.00 -0.41
H 6.45 -0.51 -0.74
H 5.30 -1.81 -1.10
H 5.72 -1.43 0.57
C 4.63 1.06 0.72
H 3.81 1.77 0.75
H 5.55 1.60 0.51
H 4.72 0.59 1.69
H 4.38 0.53 -1.35
H 3.71 -1.89 1.28
H 2.56 -0.61 1.76
H 1.92 -3.06 0.03
H 1.45 -2.82 1.73
H 0.15 -0.82 1.10
H -1.53 0.05 0.29
C -3.84 1.17 0.39
O -4.29 1.64 1.42
N -3.44 1.94 -0.64
C -3.00 1.46 -1.93
H -3.57 1.96 -2.71
H -3.16 0.39 -2.00
H -1.94 1.68 -2.08
C -3.22 3.36 -0.41
C -1.77 3.53 0.00
N -0.90 3.71 -0.99
C 0.39 3.77 -0.69
C 0.88 3.64 0.60
C -0.03 3.43 1.63
C -1.38 3.37 1.32
H -2.12 3.20 2.09
H 0.31 3.32 2.65
H 1.94 3.70 0.79
H 1.05 3.92 -1.53
H -3.88 3.67 0.40
H -3.43 3.92 -1.32
H -5.65 -0.95 0.20
H -5.04 -3.35 0.03
H -0.93 -4.67 -0.86
H -1.02 -4.79 0.91
*
```

---

no.,DFT total energy (hartree),maximum force (eV/A)
1,-2195.00512,3.68
2,-3582.51045,1.45
3,-2722.07029,5.82
4,-1285.00369,0.51